Below is C2H6I2N2S as an isolated structure at a distorted geometry, with properties calculated with ωB97M-V/def2-TZVPD.

```
13
Properties=species:S:1:pos:R:3:nbo_charge:R:1
C 1.323 0.645 -0.426 -0.8119
C -1.169 -0.597 0.203 -0.7925
N 0.940 -1.532 1.377 -1.0456
N 0.388 1.084 1.898 -0.8530
S 0.406 -0.112 0.988 1.6982
I 2.508 -1.602 2.621 0.4164
I -0.565 0.503 4.502 -0.1033
H 1.299 1.716 -0.257 0.2591
H 2.344 0.280 -0.399 0.2476
H 0.833 0.374 -1.352 0.2271
H -1.665 0.293 -0.164 0.2445
H -0.928 -1.290 -0.595 0.2480
H -1.773 -1.094 0.952 0.2654
```

Computed properties:
HOMO level (spin up / spin down) = -8.5 / -8.3 eV
Electronic energy = -1182.65005 hartree
Spin multiplicity = 3
Gap between HOMO and LUMO (spin up / spin down) = 8.4 / 4.7 eV
Energy above the lowest of the compared OMol25 structures with the same formula, charge and spin = 13.1 kcal per mole